# 1
Density functional theory data (ωB97M-V with the def2-TZVPD basis set) for C30H39Ge2N3O8S3W as an isolated structure.

```
86
Properties=species:S:1:pos:R:3
W 0.684 0.212 0.658
O -1.296 -1.481 3.325
C -0.982 -0.466 2.763
O -1.015 -0.357 1.414
C -0.538 0.754 3.505
C -0.734 0.727 4.881
C -0.432 1.829 5.643
C 0.071 2.985 5.067
C 0.301 3.005 3.715
C 0.008 1.903 2.874
O 0.200 1.986 1.584
N 0.880 4.235 3.156
O 0.546 5.279 3.681
O 1.655 4.134 2.233
N -0.648 1.791 7.094
O -1.123 0.777 7.562
O -0.415 2.806 7.718
H -1.138 -0.165 5.338
H 0.293 3.855 5.667
C -1.569 -2.850 -2.576
C -0.603 -2.499 -1.445
Ge 0.455 -0.858 -1.812
C 2.182 -1.357 -2.609
C 2.040 -2.509 -3.607
C -0.572 0.169 -3.086
C -1.230 1.265 -2.703
Ge -0.752 1.970 -0.915
C 0.479 3.505 -1.042
C -0.050 4.877 -1.462
C -2.384 2.251 0.162
C -3.430 3.203 -0.422
C -2.243 1.909 -3.579
C -3.044 1.129 -4.417
C -3.976 1.714 -5.258
C -4.132 3.093 -5.277
C -3.359 3.879 -4.435
C -2.434 3.290 -3.588
H -2.113 -3.772 -2.360
H -1.047 -2.989 -3.525
H -2.307 -2.059 -2.721
H 0.113 -3.307 -1.282
H -1.143 -2.362 -0.506
H 2.920 -1.581 -1.838
H 2.558 -0.460 -3.104
H 1.653 -3.412 -3.131
H 3.000 -2.760 -4.062
H 1.355 -2.249 -4.417
H -0.720 -0.228 -4.092
H 1.276 3.192 -1.720
H 0.922 3.573 -0.050
H -0.329 4.911 -2.516
H 0.727 5.629 -1.314
H -0.913 5.185 -0.868
H -2.055 2.604 1.139
H -2.819 1.261 0.313
H -3.014 4.189 -0.632
H -4.251 3.341 0.285
H -3.855 2.820 -1.349
H -2.946 0.051 -4.390
H -4.591 1.091 -5.895
H -4.860 3.550 -5.934
H -3.481 4.955 -4.430
H -1.852 3.909 -2.917
S 5.006 -0.512 0.457
C 3.578 0.237 0.710
S 2.650 0.265 2.195
S 2.647 1.078 -0.509
O 1.181 -1.782 0.632
C 1.808 -2.708 1.222
C 1.278 -3.368 2.456
C 1.090 -4.907 2.361
C 1.636 -5.570 1.096
C 3.161 -5.551 0.991
C 3.751 -4.180 1.316
N 2.960 -3.105 0.727
H 0.336 -2.891 2.702
H 1.985 -3.109 3.250
H 0.021 -5.109 2.420
H 1.541 -5.374 3.238
H 1.200 -5.084 0.219
H 1.291 -6.604 1.062
H 3.459 -5.857 -0.013
H 3.595 -6.275 1.686
H 4.767 -4.080 0.940
H 3.796 -4.019 2.394
H 3.339 -2.567 -0.042
```

The calculation puts the HOMO energy (alpha / beta) at -8.2594 / -8.2580 eV. The gap between HOMO and LUMO (alpha / beta) comes out at 6.33 / 6.33 eV. Its total energy is -7348.109297 hartree. The calculation puts the energy relative to the best compared isomer or geometry (same formula, charge and spin) at 0.00 kJ/mol. As for the spin multiplicity: 1.

# 2
Density functional theory data (ωB97M-V with the def2-TZVPD basis set) for C30H39InN3OS as an isolated structure in a non-equilibrium geometry.

```
75
Properties=species:S:1:pos:R:3
In 0.108 0.005 -0.151
N 1.556 -1.370 0.390
N 2.434 1.347 0.942
C -1.713 1.169 0.592
C -0.926 0.860 1.798
C -0.871 -0.592 1.939
C -0.208 -1.346 3.036
H 0.587 -0.759 3.506
H 0.224 -2.288 2.679
H -0.970 -1.580 3.786
C -1.605 -1.194 0.823
C -1.853 -2.653 0.626
H -2.763 -2.923 1.175
H -1.027 -3.262 1.008
H -2.003 -2.899 -0.431
C -2.138 -0.108 -0.008
C -3.034 -0.248 -1.180
H -2.871 -1.192 -1.709
H -2.902 0.572 -1.890
H -4.060 -0.223 -0.814
C -0.285 1.851 2.710
H -0.993 2.073 3.520
H -0.055 2.787 2.189
H 0.638 1.458 3.144
C -2.152 2.510 0.134
H -2.078 2.628 -0.954
H -1.567 3.297 0.609
H -3.199 2.636 0.426
C 1.347 -2.590 -0.106
H 0.651 -2.686 -0.936
C 2.019 -3.669 0.436
H 1.853 -4.652 -0.006
C 2.861 -3.460 1.532
H 3.376 -4.294 2.008
C 3.064 -2.174 2.004
H 3.735 -1.970 2.837
C 2.431 -1.059 1.387
C 2.697 0.276 1.762
H 3.462 0.448 2.522
C 1.432 1.432 0.008
C 3.204 2.511 0.839
H 4.048 2.639 1.474
C 2.703 3.247 -0.163
H 3.016 4.177 -0.591
N 1.602 2.576 -0.683
C 0.958 2.937 -1.908
C 0.102 4.055 -1.943
C -0.563 4.343 -3.151
H -1.240 5.202 -3.190
C -0.373 3.565 -4.302
C -1.140 3.846 -5.571
H -1.958 3.123 -5.710
H -0.492 3.774 -6.455
H -1.586 4.849 -5.555
C 0.549 2.513 -4.251
H 0.752 1.919 -5.148
C 1.245 2.196 -3.071
C 2.333 1.152 -3.070
H 3.319 1.645 -3.081
H 2.269 0.511 -3.961
H 2.308 0.505 -2.182
C -0.047 4.979 -0.764
H 0.637 5.838 -0.858
H 0.184 4.487 0.188
H -1.068 5.392 -0.703
C -0.055 -2.331 -3.123
S -0.479 -0.443 -2.709
C -0.910 -0.387 -4.469
O -0.839 1.054 -2.250
H 1.021 -2.388 -3.019
H -0.356 -2.624 -4.101
H -0.713 -2.865 -2.460
H -1.753 -1.065 -4.682
H -1.259 0.598 -4.685
H -0.007 -0.567 -5.078
```

The calculation puts the HOMO energy (alpha / beta) at -1.7293 / -1.7293 eV. The gap between HOMO and LUMO (alpha / beta) comes out at 4.35 / 4.35 eV. As for the net charge: -1. Its total energy is -1994.152617 hartree. The calculation puts the energy relative to the best compared isomer or geometry (same formula, charge and spin) at 143.28 kJ/mol. As for the spin multiplicity: 1.

# 3
Density functional theory data (ωB97M-V with the def2-TZVPD basis set) for one molecule with the formula C30H39N3O4 in a non-equilibrium geometry.

```
76
Properties=species:S:1:pos:R:3
C 5.298 -2.141 -3.425
O 5.053 -1.976 -1.996
C 3.832 -1.561 -1.564
C 3.721 -1.157 -0.201
C 2.578 -0.580 0.261
C 1.496 -0.300 -0.593
C 0.244 0.399 -0.103
C -0.826 0.487 -1.174
C -2.214 0.033 -0.949
N -2.936 -1.044 -1.842
C -4.098 -0.383 -2.640
C -4.834 -1.426 -3.426
N -4.267 -2.791 -3.180
C -2.844 -2.804 -3.571
C -2.027 -1.779 -2.806
C -4.400 -3.082 -1.719
C -3.625 -2.088 -0.906
C -0.452 1.426 -2.267
C -1.534 2.030 -3.119
O 0.737 1.745 -2.500
C 1.561 -0.848 -1.893
C 2.707 -1.407 -2.429
H 6.378 -2.310 -3.484
H 4.777 -3.018 -3.850
H 5.037 -1.243 -4.013
H 4.567 -1.432 0.475
H 2.467 -0.336 1.333
H -0.080 -0.211 0.773
H -2.245 -0.424 0.046
H -2.938 0.871 -0.910
H -4.745 0.081 -1.887
H -3.648 0.373 -3.287
H -5.890 -1.459 -3.132
H -4.756 -1.242 -4.501
H -2.465 -3.817 -3.392
H -2.818 -2.591 -4.647
H -1.597 -1.028 -3.489
H -1.229 -2.248 -2.207
H -5.468 -3.040 -1.476
H -4.040 -4.100 -1.554
H -2.827 -2.569 -0.332
H -4.298 -1.510 -0.264
H -2.365 2.446 -2.522
H -1.079 2.820 -3.736
H -1.901 1.229 -3.779
H 0.672 -0.847 -2.533
H 2.695 -1.785 -3.473
C 3.149 4.884 2.674
C 1.861 4.493 1.934
O 1.861 3.064 1.538
C 0.780 2.743 0.771
C 0.141 1.375 1.119
C -1.412 1.653 1.318
N 0.760 0.852 2.353
C 0.256 0.032 3.194
C 0.974 -0.204 4.447
C 0.491 -1.145 5.390
C 1.215 -1.387 6.551
C 2.418 -0.710 6.792
C 2.865 0.269 5.891
C 2.196 0.490 4.684
O 0.312 3.396 -0.148
H 3.056 5.989 2.843
H 3.236 4.406 3.675
H 4.049 4.667 2.058
H 0.993 4.656 2.601
H 1.745 5.108 1.024
H -1.826 1.829 0.290
H -1.998 0.805 1.774
H -1.506 2.595 1.918
H -0.727 -0.486 3.066
H -0.431 -1.688 5.146
H 0.831 -2.113 7.272
H 2.999 -0.947 7.683
H 3.748 0.867 6.135
H 2.592 1.146 3.891
```

The calculation puts the HOMO energy at -6.2395 eV. The gap between HOMO and LUMO comes out at 6.33 eV. Its total energy is -1631.560296 hartree. The calculation puts the energy relative to the best compared isomer or geometry (same formula, charge and spin) at 409.47 kJ/mol. As for the spin multiplicity: 1.